Here is a cluster of 7 separate species, C36H67F3NO16P in total at a distorted geometry from the OMol25 dataset. Energies are from ωB97M-V/def2-TZVPD.

XYZ file:
```
124
Properties=species:S:1:pos:R:3:mulliken_charge:R:1
C -1.07 2.30 -1.83 -1.05
C -0.11 2.84 -1.08 -0.01
C 0.88 2.06 -0.24 -1.01
P 2.69 2.31 -0.54 2.34
C 3.34 3.98 -0.95 -1.08
C 2.51 4.90 -1.88 -0.77
C 2.00 6.13 -1.16 -0.68
F 1.04 5.78 -0.19 -0.29
C 3.09 2.48 1.30 -1.43
C 4.59 2.43 1.51 -0.43
O 4.99 2.96 2.81 -0.29
C 6.04 3.82 2.81 0.83
C 7.19 3.31 3.65 -1.17
O 6.02 4.87 2.24 -0.54
N 2.48 1.91 -2.53 -0.13
C 2.11 0.59 -2.71 0.21
O 2.81 -0.34 -2.72 -0.53
F 0.78 0.45 -2.80 -0.22
C 3.70 2.11 -3.19 0.46
O 4.79 2.13 -2.77 -0.42
F 3.47 2.36 -4.50 -0.32
H -1.32 1.25 -1.73 0.15
H -1.61 2.90 -2.56 0.30
H -0.03 3.93 -1.01 0.42
H 0.66 0.98 -0.30 0.61
H 0.75 2.36 0.81 0.54
H 3.56 1.23 -0.55 -0.50
H 4.35 3.85 -1.36 0.67
H 3.46 4.47 0.02 0.55
H 1.70 4.36 -2.38 0.41
H 3.17 5.28 -2.68 0.31
H 1.55 6.85 -1.85 0.40
H 2.83 6.64 -0.63 0.35
H 2.64 3.38 1.74 0.39
H 2.64 1.61 1.80 0.65
H 4.95 1.39 1.47 0.13
H 5.13 3.00 0.74 0.46
H 8.07 3.95 3.49 0.36
H 7.41 2.27 3.38 0.31
H 6.90 3.33 4.71 0.27
C -3.63 -2.15 -0.85 -1.05
C -3.34 -1.11 0.21 -0.25
O -3.96 0.15 -0.08 -0.30
C -5.23 0.44 0.26 0.77
C -6.15 -0.66 0.73 -1.02
O -5.62 1.58 0.11 -0.62
H -4.69 -2.39 -0.91 0.24
H -3.09 -3.08 -0.64 0.45
H -3.31 -1.79 -1.83 0.19
H -3.61 -1.44 1.21 0.29
H -2.28 -0.88 0.23 0.37
H -6.70 -1.05 -0.12 0.30
H -6.86 -0.22 1.43 0.29
H -5.64 -1.47 1.24 0.33
C -6.34 -4.81 -5.60 -1.01
C -6.08 -3.83 -4.48 -0.43
O -5.14 -4.33 -3.52 -0.34
C -3.80 -4.22 -3.68 1.00
C -3.23 -3.76 -5.00 -1.34
O -3.10 -4.55 -2.76 -0.52
H -5.44 -5.01 -6.19 0.27
H -7.10 -4.42 -6.27 0.39
H -6.68 -5.76 -5.19 0.29
H -5.75 -2.85 -4.86 0.37
H -6.98 -3.66 -3.91 0.35
H -3.01 -4.65 -5.59 0.29
H -2.30 -3.24 -4.79 0.34
H -3.88 -3.11 -5.57 0.40
C 2.38 9.12 4.18 -0.99
C 1.65 8.00 4.89 -0.44
O 1.39 6.89 4.02 -0.37
C 2.30 5.91 3.81 0.56
C 3.71 6.06 4.29 -0.75
O 1.94 4.95 3.17 -0.55
H 3.37 8.80 3.84 0.27
H 2.50 9.97 4.84 0.37
H 1.82 9.44 3.30 0.30
H 2.18 7.67 5.78 0.40
H 0.66 8.33 5.20 0.32
H 4.32 6.47 3.48 0.24
H 4.09 5.06 4.52 0.16
H 3.83 6.69 5.17 0.37
C 5.57 -4.68 0.73 -0.96
C 4.13 -4.32 0.40 -0.43
O 3.80 -2.99 0.81 -0.39
C 4.04 -1.91 0.04 0.64
C 4.91 -2.04 -1.19 -0.79
O 3.60 -0.85 0.41 -0.60
H 6.27 -4.05 0.18 0.28
H 5.77 -5.72 0.46 0.36
H 5.75 -4.55 1.79 0.30
H 3.91 -4.46 -0.66 0.38
H 3.45 -4.95 0.96 0.31
H 5.93 -1.78 -0.90 0.26
H 4.56 -1.32 -1.92 0.18
H 4.91 -3.02 -1.65 0.34
C -1.52 2.46 4.43 -1.06
C -2.26 2.15 3.15 -0.05
O -2.68 0.78 3.09 -0.27
C -3.82 0.36 3.65 0.84
C -4.56 1.27 4.60 -1.23
O -4.20 -0.76 3.42 -0.59
H -2.16 2.33 5.31 0.34
H -1.16 3.49 4.40 0.35
H -0.66 1.80 4.54 0.29
H -3.11 2.81 2.99 0.38
H -1.61 2.27 2.29 0.00
H -4.23 1.05 5.62 0.31
H -5.62 1.05 4.52 0.32
H -4.41 2.33 4.41 0.39
C -3.87 -7.64 -2.44 -0.60
C -4.39 -8.99 -2.01 -0.67
O -4.55 -9.89 -3.11 -0.37
C -3.54 -10.65 -3.60 0.73
C -2.12 -10.39 -3.13 -0.90
O -3.79 -11.47 -4.43 -0.56
H -2.87 -7.71 -2.88 0.24
H -3.82 -6.95 -1.60 0.35
H -4.53 -7.21 -3.19 0.18
H -3.76 -9.44 -1.24 0.41
H -5.39 -8.90 -1.59 0.33
H -1.66 -9.70 -3.83 0.24
H -1.59 -11.33 -3.17 0.31
H -2.04 -9.97 -2.13 0.32
```

Summary:
LUMO energy: 0.563 eV
E: -90109.3917 eV
HOMO level: -9.0 eV

Here is a cluster of 2 separate species, C5H11O3PSi in total at a distorted geometry from the OMol25 dataset. Energies are from ωB97M-V/def2-TZVPD.

XYZ file:
```
21
Properties=species:S:1:pos:R:3:mulliken_charge:R:1
C 0.90 -1.64 2.20 -0.53
C 0.26 -1.41 1.02 -0.35
C 1.06 -0.30 -1.55 -0.98
C -1.70 -0.15 -0.83 -1.08
C 0.25 1.92 0.67 -1.20
O -0.15 -4.95 1.03 -0.66
O 0.48 -4.16 -1.34 -0.67
O 2.29 -4.38 0.48 -0.67
Si 0.08 0.02 0.00 0.18
P 0.83 -4.30 0.12 0.90
H 0.99 -2.63 2.70 0.22
H 1.06 -0.80 2.93 0.22
H 1.24 -1.33 -1.72 0.30
H 0.49 0.03 -2.42 0.32
H 2.08 0.30 -1.57 0.21
H -2.64 -0.33 -0.22 0.33
H -1.93 0.66 -1.52 0.27
H -1.58 -1.13 -1.33 0.23
H 1.25 2.07 1.11 0.31
H 0.40 2.70 -0.13 0.32
H -0.43 2.29 1.44 0.33
```

Summary:
LUMO energy: 5.980 eV
E: -28671.9388 eV
Total charge: -2
HOMO level: 0.8 eV